[1]
Molecular formula: C16H6Cl4HgIO2
Method: DFT, ωB97M-V/def2-TZVPD

Geometry as XYZ:
```
30
Properties=species:S:1:pos:R:3:forces:R:3:lowdin_spin:R:1
Hg -0.24849 -3.13786 -1.69321 -0.0181 0.0013 -0.0719 0.001
I 5.00335 4.90743 -2.95187 0.2652 0.1460 0.1324 0.091
C 1.27242 0.80266 -1.11903 0.0750 -0.0110 0.0053 0.007
C 3.27789 4.00145 -3.94946 -0.2738 -0.1375 -0.1688 0.836
C 0.39407 2.56621 -5.14007 0.0276 -0.0267 -0.0159 0.844
C -0.89499 1.91104 -2.77051 -0.1425 -0.0891 0.0874 -0.002
C -1.12527 1.16514 -1.68298 0.1343 0.0286 -0.0748 0.003
C -2.47640 0.86573 -1.24681 -0.0627 -0.0769 0.1276 -0.001
C -2.69317 0.12153 -0.15036 -0.0954 0.0809 -0.1008 0.003
C -1.62807 -0.43040 0.65225 0.2295 -0.0143 0.0313 -0.001
C -0.34600 -0.22460 0.30279 -0.3466 0.1485 -0.1767 0.001
C -0.01604 0.60608 -0.87750 -0.0476 -0.0589 0.0696 0.001
H 3.40833 4.50070 -4.93670 -0.0017 0.0039 0.0097 0.066
H 1.46661 2.77607 -5.33703 -0.0670 0.0113 0.0318 0.064
H -1.64169 2.31441 -3.43640 0.0106 0.0006 -0.0036 -0.001
H -3.29479 1.25907 -1.83569 -0.0103 -0.0085 0.0148 0.000
H -3.71066 -0.09509 0.15292 0.0014 0.0113 -0.0115 0.000
H -1.85614 -1.05009 1.50714 -0.0292 0.0242 -0.0463 0.000
Cl 1.58582 -0.57944 5.95183 -0.0813 -0.0815 -0.2297 -0.030
C 0.97104 -1.39981 4.52615 0.2761 0.3439 0.5227 -0.098
C 0.41955 -2.67877 4.59053 -0.0956 -0.1979 -0.0942 -0.023
Cl 0.32959 -3.50278 6.12570 0.0218 0.1206 -0.1267 -0.019
C -0.05155 -3.29695 3.44014 -0.0195 -0.0327 0.0614 0.016
Cl -0.74396 -4.88827 3.51427 0.0284 0.0698 -0.0026 0.005
C -0.00663 -2.69349 2.13066 -0.1138 -0.3039 0.0187 -0.020
O -0.44897 -3.24870 1.09438 0.2092 0.2174 0.3405 -0.029
C 0.57668 -1.37794 2.14857 0.0676 0.5379 -0.7654 -0.097
O 0.74832 -0.69566 0.93170 0.1335 -0.2213 0.4424 -0.020
C 1.02450 -0.80786 3.29452 -0.2564 -0.5820 0.0434 -0.683
Cl 0.70465 2.31023 -3.23592 0.1814 0.0961 -0.0498 0.086
```
Forces are in eV/Å.

Output
Multiplicity: 2
Total energy in eV: -83135.394
⟨S²⟩: 1.77
Orbital gap (alpha / beta) in Eh: 0.1439 / 0.2029
Charge: -2
Molar mass in u: 699.528

[2]
Molecular formula: C16H70BrN2O18
Method: DFT, ωB97M-V/def2-TZVPD

Geometry as XYZ:
```
107
Properties=species:S:1:pos:R:3:forces:R:3:mulliken_charge:R:1
Br 0.99128 -0.65375 0.66438 0.3783 0.3124 -0.4218 -0.718
C 2.47199 -6.38003 0.17954 1.0147 0.9060 -0.5718 -0.925
C 2.87392 -5.39650 -0.97365 0.3599 -0.7719 1.6988 -0.251
O 1.79645 -5.24060 -1.80988 -0.4847 -0.3929 -1.9622 -0.472
H 1.71345 -5.86075 0.76526 -0.1979 -0.5902 0.1446 0.223
H 3.31127 -6.67857 0.80770 0.1758 0.4944 0.2837 0.366
H 2.19326 -7.33181 -0.27270 -0.7165 0.2440 -0.0840 0.261
H 3.73723 -5.83786 -1.47164 -0.2408 -0.0868 -0.6732 0.280
H 3.21989 -4.40906 -0.66810 0.0658 0.0245 0.7438 0.218
H 1.04617 -4.80755 -1.39619 -0.0733 0.3421 0.4779 0.250
C 5.82859 0.70443 2.72274 -0.7075 1.2781 -2.1211 -1.285
C 4.61604 1.31193 2.01732 -1.1451 -0.8965 0.0022 -0.074
O 3.49282 0.87905 2.76982 -0.5008 0.5697 0.3706 -0.424
H 6.55027 0.84399 1.91788 1.0945 -0.2147 0.7033 0.409
H 5.62571 -0.35603 2.87232 0.2693 0.2092 0.2378 0.221
H 5.97781 1.32823 3.60405 0.4871 -0.5339 0.1039 0.305
H 4.36753 0.97747 1.01010 1.0069 -0.5951 -0.3581 0.258
H 4.61938 2.38749 1.84054 0.3481 0.3978 0.8338 0.309
H 2.94985 0.43773 2.11253 -0.9323 -0.3149 0.1653 0.056
C 2.93369 2.60969 -1.58859 -0.2536 -0.3734 -0.6054 -1.368
C 2.10733 3.13803 -0.43586 0.7661 -0.4819 -0.1293 -0.214
O 0.78499 2.60311 -0.58102 0.2938 1.5841 0.2900 -0.046
H 2.91261 1.52009 -1.56784 0.3287 -0.1114 0.1614 0.280
H 3.95415 2.97202 -1.71300 0.0427 0.0501 0.4223 0.422
H 2.40856 2.83491 -2.51683 -0.0580 0.2509 -0.0581 0.299
H 2.19483 4.22298 -0.37830 -0.9557 0.2912 -0.4053 0.320
H 2.51579 2.85132 0.53319 0.1237 -0.4785 0.1608 0.233
H 0.87606 1.69342 -0.28818 -0.2813 -0.8104 0.2430 -0.122
C -0.25535 5.71663 3.56620 -0.0758 0.9829 -0.0718 -1.322
C 0.64857 5.21477 2.41786 0.0100 0.8128 2.2305 -0.148
O 0.23183 3.95941 2.13832 -0.9954 -2.3339 -1.3161 -0.073
H -0.02548 5.36155 4.57078 0.5021 -0.4148 -0.2410 0.373
H -1.30991 5.46947 3.44406 0.0632 -0.1734 -0.5267 0.284
H -0.20881 6.80257 3.64782 0.0805 0.2069 -0.0793 0.365
H 1.64873 5.05144 2.81923 0.6384 1.1315 -0.0927 0.250
H 0.63043 5.83159 1.51935 0.0641 0.5060 0.1481 0.323
H 0.60823 3.71649 1.28925 -0.2513 -0.6418 -0.2333 0.022
C -0.65402 -2.75484 -5.42290 0.2166 0.7989 -0.3862 -1.794
C -0.75276 -3.62094 -4.18963 0.6333 1.6470 0.1616 0.859
C -2.00682 -3.31402 -3.40762 -1.7862 0.1103 0.6276 -0.896
O -2.22989 -1.92173 -3.18480 0.7392 0.4433 0.1493 -0.352
C -3.28088 -1.52475 -2.28751 0.6450 -0.4609 -0.4373 -0.489
N -0.68734 -4.97585 -4.60885 -0.1531 -1.9973 -0.6447 -0.660
H 0.23835 -2.87209 -6.03775 0.4476 -0.6738 0.3703 0.451
H -0.59390 -1.69320 -5.18330 -0.7703 0.0976 -0.0931 0.295
H -1.45539 -3.07619 -6.08822 -0.4687 0.6971 -0.0664 0.468
H 0.09755 -3.39696 -3.54550 0.1117 -0.0646 0.2181 0.058
H -2.07458 -3.85488 -2.46369 0.6124 0.0006 0.2198 0.423
H -2.88546 -3.69586 -3.92751 -0.2428 -0.1119 -0.7337 0.480
H -3.19749 -2.02580 -1.32309 -0.1137 -0.3165 0.0079 0.196
H -4.23834 -1.70096 -2.77773 -0.2310 -0.1104 0.1860 0.338
H -3.16938 -0.46793 -2.04505 0.1504 -0.0431 -0.3466 -0.039
H -1.58024 -5.44158 -4.68584 -0.5092 0.0606 0.7215 0.265
H -0.44550 -4.98274 -5.58944 0.6746 -0.0499 -0.0877 0.293
C -4.47555 2.80344 -2.90858 1.1933 -0.1043 -0.1716 -1.495
C -3.40118 3.43713 -1.91294 -1.1988 1.0089 -0.1801 0.412
C -4.09754 4.13785 -0.67507 0.3589 0.0337 -1.6899 -0.872
O -3.21964 4.89318 0.16074 0.7660 0.4562 0.4141 -0.323
C -2.38767 5.95392 -0.46144 -0.7635 -2.1455 -0.9474 -0.783
N -2.35261 2.44576 -1.59677 -0.4696 0.5451 -0.7671 -0.318
H -4.99336 3.43975 -3.62627 -0.3255 0.8694 0.8598 0.401
H -5.17369 2.09420 -2.46399 -0.0551 0.3148 0.4405 0.316
H -3.98899 2.20502 -3.67880 0.7565 -0.4111 0.3147 0.400
H -2.87059 4.26793 -2.37806 -0.3531 0.1510 -0.7402 0.459
H -4.75400 3.38269 -0.24277 0.9440 -0.2096 1.4882 0.341
H -4.88720 4.82476 -0.97951 0.1059 0.3772 -1.0129 0.418
H -1.55881 5.47814 -0.98558 0.3923 -0.2275 0.2574 0.185
H -1.95331 6.67219 0.23391 -0.6798 -0.3337 0.3990 0.283
H -2.90218 6.42418 -1.29943 -0.5440 0.4719 0.3252 0.435
H -1.98963 2.21583 -2.51082 -0.0525 -0.7806 -0.4193 0.199
H -1.52576 2.92335 -1.26763 0.1534 0.3077 0.9623 -0.171
O 2.98696 -0.60195 -4.19707 0.3725 0.1727 -0.1970 -0.638
H 3.35979 -1.42432 -4.51478 0.1184 -0.1968 -0.0112 0.285
H 2.05233 -0.78407 -4.09943 -0.5922 0.1145 0.3629 0.332
O 3.64059 -1.80471 4.04132 0.3326 -0.1731 0.2198 -0.603
H 4.30337 -2.35355 4.46051 0.0997 -0.2784 0.1255 0.227
H 4.00692 -0.92090 4.07126 -0.2124 0.6511 -0.2076 0.304
O 0.83973 0.22719 4.63091 -0.0766 0.0647 0.3839 -0.523
H 1.54173 -0.30715 4.25956 0.1031 -0.2397 -0.1672 0.294
H 1.12328 1.12996 4.48654 0.1522 0.1796 -0.1146 0.260
O -0.15961 -2.67324 5.60495 -0.2954 -0.1992 0.8045 -0.585
H 0.09158 -3.06899 4.77037 0.0964 0.2183 -0.7942 0.347
H 0.61184 -2.77768 6.16191 0.1651 0.0261 0.1159 0.251
O -2.34027 0.54063 0.25219 -0.3734 -0.9799 0.8112 -0.130
H -2.39473 1.12570 -0.50343 -0.2086 0.7556 -0.5715 0.371
H -1.40423 0.36985 0.35650 0.5241 -0.3011 0.3647 0.083
O 0.12548 -0.23957 -2.81390 0.3566 0.4154 -0.6350 -0.444
H -0.64039 -0.80581 -2.90899 -0.5793 -0.4346 -0.0581 0.240
H 0.39619 -0.35302 -1.90281 0.2879 -0.0702 0.6358 0.349
O -2.44999 -3.74152 1.67777 -0.1716 -0.4474 -0.4733 -0.594
H -2.56611 -4.38417 2.37759 0.0813 -0.1735 0.3251 0.232
H -3.13538 -3.95113 1.04331 -0.3275 0.0962 -0.0892 0.241
O 1.45253 -3.17584 3.21274 -0.1730 -0.9533 0.1564 -0.553
H 1.39477 -2.74638 2.35924 -0.1467 0.2663 -0.3223 0.188
H 2.16753 -2.72397 3.66087 0.2477 0.2902 -0.0108 0.384
O -1.11691 -1.76631 2.95041 -0.2337 -0.0150 0.4133 -0.426
H -0.42303 -1.43594 2.37978 0.1926 0.3218 -0.0166 0.079
H -1.49306 -2.50317 2.46897 -0.0855 0.1648 -0.1635 0.408
O -1.31462 1.97553 3.31234 -0.2073 -0.2087 0.4823 -0.492
H -1.65096 2.37564 2.51046 -0.0474 0.0955 -0.2065 0.240
H -0.39345 2.23405 3.34143 0.0549 0.1115 -0.2276 0.252
O -3.55574 0.20444 2.93361 -0.5794 -0.0534 0.5553 -0.597
H -3.16517 0.17461 2.06023 0.5018 0.0354 -0.4762 0.276
H -4.49503 0.29565 2.77347 -0.2208 0.0370 -0.0753 0.253
O -0.42944 -3.52317 -0.68659 0.0512 -0.5866 -0.5288 -0.196
H -0.23635 -2.64895 -0.34792 0.3958 0.6673 0.3566 0.121
H -1.32156 -3.70366 -0.39034 -0.0309 -0.1012 0.3638 0.094
```
Forces are in eV/Å.

Output
Multiplicity: 1
Total energy in eV: -127605.133
Orbital gap in Eh: 0.3130
Charge: -1
Molar mass in u: 658.636

[3]
Molecular formula: C16H8Cl5N2OSm
Method: DFT, ωB97M-V/def2-TZVPD

Geometry as XYZ:
```
33
Properties=species:S:1:pos:R:3:forces:R:3:lowdin_spin:R:1
Sm 0.41568 0.25986 0.00004 -1.6596 -0.7841 -0.0003 5.028
Cl 5.92782 4.96927 0.00027 0.0854 0.0456 0.0002 0.000
C 4.41754 4.18808 0.00021 0.0153 0.0241 -0.0014 0.000
C 4.36365 2.79446 0.00013 -0.0028 -0.1634 0.0011 0.000
Cl 5.77654 1.83781 0.00028 0.0253 0.0471 -0.0001 0.000
C 3.11228 2.20298 0.00011 0.3400 -0.5217 -0.0001 0.001
Cl 3.03297 0.38527 0.00013 1.1902 0.7861 0.0001 -0.005
C 1.92694 2.91496 -0.00004 -1.1863 -0.6725 -0.0007 0.000
O 0.71133 2.24803 -0.00001 1.4208 1.1423 0.0001 -0.012
C 1.98938 4.29123 -0.00027 -0.0107 0.4210 0.0008 0.000
Cl 0.52276 5.17091 -0.00060 0.0303 0.0130 -0.0001 0.000
C 3.23316 4.93119 -0.00007 -0.1075 0.0256 -0.0003 0.000
Cl 3.29234 6.62813 -0.00039 0.0307 0.0768 0.0003 0.000
C -4.20044 0.54994 0.00015 -0.0630 -0.1004 0.0003 0.000
C -4.63907 -0.76340 0.00009 -0.1842 -0.0671 -0.0003 0.000
C -3.71976 -1.80566 -0.00001 -0.1964 -0.0475 0.0001 0.000
C -2.37145 -1.51811 0.00001 0.2987 -0.2260 -0.0002 0.000
N -1.94688 -0.23912 0.00007 0.0578 0.0918 0.0002 -0.008
C -2.84182 0.76152 0.00013 0.0822 0.0699 -0.0001 0.001
C -1.31062 -2.58229 -0.00004 -0.2346 0.2216 0.0001 0.000
C -1.62700 -3.92483 -0.00009 -0.0222 -0.1557 0.0001 0.000
C -0.60689 -4.86685 -0.00007 -0.1082 -0.1953 -0.0004 0.001
C 0.71338 -4.45346 -0.00008 -0.0643 -0.0334 0.0000 0.000
C 0.95164 -3.09727 -0.00002 0.0632 0.0225 -0.0001 0.002
N -0.02206 -2.17574 0.00001 0.0207 -0.1408 0.0003 -0.006
H -4.88131 1.38897 0.00023 -0.0239 -0.0436 0.0000 0.000
H -5.69927 -0.98270 0.00010 0.0243 -0.0144 0.0000 0.000
H -4.07093 -2.82672 -0.00009 -0.0283 0.0564 0.0001 0.000
H -2.44849 1.77039 0.00016 0.0847 0.0881 0.0000 0.000
H -2.65662 -4.25030 -0.00009 0.0617 -0.0364 0.0000 0.000
H -0.85233 -5.92129 -0.00013 0.0145 0.0191 0.0001 0.000
H 1.53660 -5.15364 -0.00014 -0.0314 -0.0015 0.0001 0.000
H 1.97095 -2.73161 0.00001 0.0777 0.0526 0.0001 0.001
```
Forces are in eV/Å.

Output
Multiplicity: 6
Total energy in eV: -102251.808
⟨S²⟩: 8.76
Orbital gap (alpha / beta) in Eh: 0.2175 / 0.2563
Charge: +2
Molar mass in u: 571.878

[4]
Molecular formula: C16H9F3N3O5S2
Method: DFT, ωB97M-V/def2-TZVPD

Geometry as XYZ:
```
38
Properties=species:S:1:pos:R:3:forces:R:3:mulliken_charge:R:1
C 0.27200 1.80114 0.02970 0.0315 -1.4910 3.0328 0.293
N 0.61896 3.27329 0.35240 -0.2321 0.2896 -0.7643 0.996
O 1.49238 3.51640 1.18701 -1.2418 -0.1245 -1.0428 -0.667
O -0.01101 4.09294 -0.33390 1.1545 -0.6472 1.7929 -0.539
C -1.00782 1.41760 0.77168 1.3843 0.8955 -0.2247 -0.110
C -1.96683 2.37201 1.10003 -0.6980 -0.0509 0.6863 -0.218
C -2.80668 2.13539 2.19564 0.1241 0.2109 -0.6479 -0.884
C -2.80729 0.89161 2.83189 0.3451 0.0747 -0.2104 0.574
C -3.66898 0.64349 3.93970 -1.4821 -0.3713 2.0071 0.099
N -4.38108 0.43408 4.84429 1.3449 0.3892 -1.7119 -0.595
C -1.95975 -0.12180 2.37241 0.4433 -0.1294 -0.6921 -0.927
C -1.08365 0.14368 1.31883 -0.2021 -0.4495 0.5852 -0.048
H 1.13401 1.22080 0.36036 -0.3551 0.2478 0.5660 0.263
H -2.03756 3.29728 0.53211 0.2842 -0.0415 0.4328 0.443
H -3.40599 2.95308 2.59258 -0.1468 -0.3027 -0.2290 0.406
H -1.92010 -1.08728 2.87340 -0.2104 0.1677 -0.1691 0.427
H -0.40394 -0.61627 0.92894 -0.0519 0.1010 0.4330 0.217
F 0.58749 3.23669 -4.09449 0.2046 -0.2770 -0.1888 -0.248
C 0.96382 2.02615 -3.64295 -0.8333 -1.4970 2.2837 0.685
F 0.49218 1.06375 -4.44440 0.3174 0.0577 -1.4364 -0.259
F 2.30522 1.96308 -3.59120 0.2997 0.2005 -0.8073 -0.271
S 0.19750 1.76891 -1.72394 -0.4315 2.0751 -4.5460 -0.284
N 1.01969 -0.01601 -1.91743 0.6724 1.3465 0.9098 0.001
C 0.06671 -1.03463 -1.97780 -0.5607 1.4407 -1.2116 0.474
O -1.03585 -0.89264 -2.49831 1.4400 -0.8142 1.0268 -0.645
C 0.60133 -2.20518 -1.25283 -0.5695 -0.3290 0.9853 -0.053
C 1.87531 -2.00424 -0.75362 0.4195 -0.9994 0.7172 0.671
C 2.41628 -2.87019 0.19679 -0.2315 0.0005 -0.0022 -0.648
C 1.60156 -3.89721 0.69248 -0.0228 0.1015 -0.1631 -0.424
C 0.29444 -4.07436 0.21621 0.2174 0.0506 -0.1060 -0.512
C -0.21654 -3.21390 -0.74688 0.2931 0.0431 -0.4545 -0.741
S 2.55625 -0.47035 -1.31476 -1.8334 -0.1705 -0.8038 1.136
O 3.47254 -0.72465 -2.39293 -0.0681 0.2978 0.5860 -0.643
O 2.92376 0.36710 -0.19996 0.2073 -0.4080 -0.5591 -0.637
H 3.42458 -2.71308 0.58065 -0.3004 -0.0255 -0.0407 0.421
H 1.96403 -4.54143 1.49354 0.0150 0.1143 -0.2786 0.372
H -0.32843 -4.88273 0.59067 0.1355 0.1793 0.1104 0.393
H -1.23852 -3.25256 -1.11591 0.1375 -0.1557 0.1348 0.482
```
Forces are in eV/Å.

Output
Multiplicity: 1
Total energy in eV: -61264.020
Orbital gap in Eh: 0.1990
Charge: -1
Molar mass in u: 444.392

[5]
Molecular formula: C16H9I2N2O5Ti
Method: DFT, ωB97M-V/def2-TZVPD

Geometry as XYZ:
```
35
Properties=species:S:1:pos:R:3:forces:R:3:mulliken_charge:R:1
Ti 0.17249 -0.48925 0.01958 -0.4636 1.1928 -1.2307 1.072
O -3.15075 -2.47143 1.13433 -0.0890 -0.2464 0.3026 -0.309
C -2.01428 -1.92382 1.03529 0.0644 0.2711 -0.2616 0.643
O -1.66187 -1.14430 0.11240 -1.0367 -0.7218 0.3715 -0.484
C -0.98230 -2.18652 2.08498 0.2366 -0.0038 0.2532 0.342
C -1.07114 -2.89715 3.26990 -0.0768 -0.0076 -0.1252 -0.545
C 0.06202 -2.92819 4.08403 -0.0573 -0.0277 -0.0109 -0.554
C 1.23327 -2.26559 3.70829 0.1745 0.0762 -0.0852 -0.690
C 1.23746 -1.57617 2.50613 -0.3953 -0.2024 0.1655 0.858
N 0.14019 -1.54992 1.73640 0.0527 -0.9700 1.1773 -0.228
C 2.28070 -0.72496 1.83796 -0.1439 -0.0404 0.0690 0.691
O 3.45862 -0.50898 2.24250 0.3183 0.1618 -0.0619 -0.335
O 1.89184 -0.17122 0.77720 1.3513 -0.0074 0.7948 -0.434
H -3.79049 -2.27601 0.41979 0.0111 0.0840 -0.0991 0.448
H -1.98715 -3.40425 3.54807 0.0162 -0.0065 0.0286 0.581
H 0.03014 -3.46842 5.02278 0.0194 -0.0031 -0.0046 0.501
H 2.10117 -2.30109 4.35580 -0.0013 0.0103 -0.0003 0.346
H 3.78256 -0.94109 3.05251 -0.1092 -0.0900 0.0663 0.364
I 1.30993 -1.68000 -4.65814 -0.1055 0.3588 0.0214 0.221
C 0.66203 0.10923 -3.81900 0.1623 -0.8001 0.4212 -0.533
C 0.47625 1.26793 -4.59549 -0.0589 0.2725 -0.0685 -0.199
C 0.05009 2.45196 -4.04522 -0.0261 0.3582 -0.4090 -0.364
I -0.19287 4.11620 -5.28857 0.0439 -0.3064 0.2320 0.274
C -0.22057 2.53692 -2.64464 0.0105 -0.1178 0.1697 0.275
C -0.66286 3.67310 -1.95128 0.0434 -0.1232 -0.0338 -0.293
C -0.89358 3.62461 -0.58216 -0.0126 -0.0713 0.1698 -1.038
C -0.68678 2.44995 0.11191 -0.0776 0.3502 -0.0757 -0.049
N -0.26175 1.33590 -0.51041 -0.0596 0.3769 -0.2340 0.143
C -0.02763 1.36655 -1.88010 0.1358 -0.3352 -0.2458 0.183
C 0.41064 0.15755 -2.46070 -0.1901 1.3882 -1.2537 1.043
O 0.54936 -0.90323 -1.60921 0.2233 -0.6859 -0.0175 -0.619
H 0.67644 1.22286 -5.65741 0.0173 -0.0700 0.0043 0.414
H -0.82834 4.60167 -2.48458 0.0178 -0.0272 -0.0631 0.301
H -1.23434 4.50286 -0.05255 0.0030 -0.0157 0.0228 0.451
H -0.85849 2.39433 1.17962 0.0013 -0.0210 0.0106 0.522
```
Forces are in eV/Å.

Output
Multiplicity: 1
Total energy in eV: -69247.113
Orbital gap in Eh: 0.1625
Charge: +3
Molar mass in u: 610.932